No. 1
Here is a structure of composition C31H39N4O5PReS2 from the Open Molecules 2025 dataset. Energies are from ωB97M-V/def2-TZVPD.

Geometry as XYZ:
```
83
C31H39N4O5PReS2 | the Open Molecules 2025 dataset | ωB97M-V/def2-TZVPD
Re 0.24 0.32 0.05
N -3.05 -1.27 3.79
C -1.94 -0.64 3.31
S -1.04 0.47 4.34
N -1.57 -0.72 2.09
N -0.51 0.15 1.80
C 0.24 0.47 3.04
C 1.04 1.73 2.95
C 0.98 2.76 3.88
C 1.81 3.87 3.76
C 2.71 3.93 2.71
C 2.78 2.91 1.78
C 1.95 1.80 1.89
O 2.00 0.81 0.99
H -3.03 -1.56 4.75
H -3.44 -1.95 3.15
H 0.90 -0.38 3.24
H 0.27 2.71 4.70
H 1.75 4.67 4.48
H 3.36 4.80 2.61
H 3.47 2.97 0.94
C 7.60 -1.19 1.46
C 6.23 -1.27 0.84
C 6.06 -1.29 -0.54
C 4.80 -1.37 -1.10
C 3.69 -1.40 -0.27
C 3.83 -1.39 1.11
C 5.10 -1.33 1.66
S 2.11 -1.47 -1.03
O 1.06 -1.65 0.05
O 2.16 -2.53 -1.99
N 1.63 -0.08 -1.57
C 2.42 1.10 -1.86
C 1.59 2.32 -1.47
O 1.93 3.44 -1.73
O 0.43 2.04 -0.86
H 8.38 -1.16 0.69
H 7.79 -2.05 2.10
H 7.69 -0.29 2.07
H 6.93 -1.25 -1.18
H 4.68 -1.41 -2.17
H 2.95 -1.41 1.74
H 5.22 -1.32 2.73
H 2.66 1.18 -2.93
H 3.35 1.14 -1.29
C -3.25 -0.73 -3.59
C -1.92 -0.31 -2.96
C -1.39 0.96 -3.63
C -0.93 -1.45 -3.23
P -1.98 -0.07 -1.09
C -2.78 -1.64 -0.56
C -1.96 -2.73 -0.28
C -2.49 -3.95 0.11
C -3.87 -4.10 0.23
C -4.70 -3.02 -0.05
C -4.16 -1.81 -0.45
C -3.16 1.35 -0.66
C -2.40 2.68 -0.72
C -3.65 1.21 0.79
C -4.37 1.50 -1.59
H -3.05 -1.01 -4.63
H -3.99 0.06 -3.61
H -3.68 -1.61 -3.10
H -1.22 0.75 -4.69
H -0.45 1.28 -3.19
H -2.10 1.78 -3.57
H -0.85 -1.59 -4.31
H -1.26 -2.40 -2.80
H 0.07 -1.23 -2.85
H -0.88 -2.62 -0.34
H -1.83 -4.77 0.32
H -4.28 -5.05 0.54
H -5.77 -3.13 0.04
H -4.84 -1.00 -0.66
H -1.65 2.75 0.07
H -3.12 3.49 -0.56
H -1.90 2.86 -1.67
H -2.82 1.29 1.49
H -4.18 0.28 0.99
H -4.33 2.04 0.99
H -4.07 1.84 -2.58
H -5.02 2.28 -1.17
H -4.98 0.61 -1.70
```

Output
HOMO level (spin up / spin down) in eV: -7.876 / -7.726
Orbital gap (spin up / spin down) in Eh: 0.2854 / 0.2718
Energy above the lowest of the compared OMol25 structures with the same formula, charge and spin in kcal per mole: 6.3
2S+1: 2
Lowest unoccupied orbital energy (spin up / spin down) in eV: -0.1 / -0.3

=====

No. 2
Here is a structure of composition C8H9NO6Pb from the Open Molecules 2025 dataset. Energies are from ωB97M-V/def2-TZVPD.

Geometry as XYZ:
```
25
C8H9NO6Pb | the Open Molecules 2025 dataset | ωB97M-V/def2-TZVPD
Pb 0.82 -0.52 0.22
C -1.43 -0.58 1.89
O -2.48 -0.36 2.28
C 1.08 -1.68 2.64
O 1.27 -2.18 3.65
C 0.93 1.51 1.78
O 1.16 2.56 2.18
C -0.53 -2.72 -0.08
O -1.01 -3.67 -0.49
C 4.35 -0.86 -2.08
H 3.87 -1.39 -2.90
H 4.43 0.22 -2.21
C 4.89 -1.49 -1.04
H 5.44 -0.97 -0.26
H 4.87 -2.57 -0.95
N -3.78 1.30 -0.16
C -2.42 1.94 -0.04
C -1.72 1.32 -1.25
O -2.30 1.37 -2.33
O -0.66 0.64 -0.97
H -4.10 1.46 -1.14
H -4.47 1.67 0.50
H -3.72 0.28 -0.02
H -2.57 3.01 -0.15
H -1.94 1.70 0.92
```

Output
HOMO level in eV: -15.372
Total charge: +2
Orbital gap in Eh: 0.2575
Energy above the lowest of the compared OMol25 structures with the same formula, charge and spin in kcal per mole: 13.3
2S+1: 1
Lowest unoccupied orbital energy in eV: -8.4

=====

No. 3
Here is a structure of composition C24H14Br3MnN8O4 from the Open Molecules 2025 dataset. Energies are from ωB97M-V/def2-TZVPD.

Geometry as XYZ:
```
54
C24H14Br3MnN8O4 | the Open Molecules 2025 dataset | ωB97M-V/def2-TZVPD
Mn -0.77 0.41 -0.49
Br 0.54 -1.45 -4.95
C -0.39 -2.30 -3.56
C -0.82 -3.64 -3.74
C -1.47 -4.32 -2.74
Br -2.01 -6.10 -3.04
C -1.73 -3.69 -1.50
C -2.34 -4.29 -0.37
C -2.49 -3.58 0.78
C -2.04 -2.24 0.83
N -1.47 -1.65 -0.20
C -1.32 -2.36 -1.35
C -0.65 -1.63 -2.38
O -0.24 -0.40 -2.14
H -0.62 -4.12 -4.68
H -2.68 -5.32 -0.44
H -2.96 -4.01 1.65
H -2.16 -1.66 1.73
Br 3.28 1.10 -1.48
C 1.98 2.43 -1.90
C 2.45 3.61 -2.46
C 1.51 4.57 -2.79
C 0.17 4.31 -2.56
C -0.18 3.10 -2.00
N 0.72 2.17 -1.65
C -1.65 2.77 -1.80
O -2.50 3.55 -2.14
O -1.91 1.59 -1.30
H 3.50 3.76 -2.63
H 1.82 5.51 -3.23
H -0.62 5.01 -2.81
N -1.62 0.82 1.26
C -2.11 1.02 2.29
C -2.45 1.19 3.62
C -3.78 1.36 4.05
N -4.87 1.49 4.41
C -1.34 1.25 4.48
N -0.37 1.29 5.10
C 2.17 1.95 3.52
N 2.12 0.86 2.56
C 2.86 -0.26 2.70
C 2.78 -1.27 1.80
C 1.84 -1.14 0.74
N 1.03 -0.09 0.65
C 1.25 1.01 1.48
O 0.64 2.05 1.32
N 1.75 -2.11 -0.17
H 3.00 1.76 4.20
H 1.23 2.00 4.07
H 2.34 2.89 2.99
H 3.51 -0.29 3.55
H 3.39 -2.15 1.90
H 2.42 -2.86 -0.16
H 1.28 -1.93 -1.05
```

Output
HOMO level (spin up / spin down) in eV: -8.202 / -8.228
Orbital gap (spin up / spin down) in Eh: 0.2473 / 0.2640
2S+1: 5
Lowest unoccupied orbital energy (spin up / spin down) in eV: -1.5 / -1.0

=====

No. 4
Here is the ion C5H10NO with charge -1 from the Open Molecules 2025 dataset. Energies are from ωB97M-V/def2-TZVPD.

Geometry as XYZ:
```
17
C5H10NO | the Open Molecules 2025 dataset | ωB97M-V/def2-TZVPD
C 0.25 2.46 -0.11
C 0.48 1.14 -0.26
N 1.75 0.57 -0.12
C -0.62 0.23 -0.58
C -0.77 -0.67 0.64
C -0.36 -2.11 0.17
O 0.77 -2.11 -0.58
H 1.08 3.17 0.03
H -0.58 3.05 -0.26
H 1.66 -0.51 -0.35
H 2.28 0.60 0.70
H -0.56 -0.39 -1.48
H -1.58 0.90 -0.94
H -0.41 -0.31 1.67
H -1.86 -0.71 0.89
H -0.31 -2.81 1.04
H -1.20 -2.50 -0.46
```

Output
HOMO level in eV: -2.805
Total charge: -1
Orbital gap in Eh: 0.2581
Energy above the lowest of the compared OMol25 structures with the same formula, charge and spin in kcal per mole: 21.2
2S+1: 1
Lowest unoccupied orbital energy in eV: 4.2
SMILES: C=C(N)CCC[O-]

=====

No. 5
Here is a structure of composition C3H9NO2 from the Open Molecules 2025 dataset. Energies are from ωB97M-V/def2-TZVPD.

Geometry as XYZ:
```
15
C3H9NO2 | the Open Molecules 2025 dataset | ωB97M-V/def2-TZVPD
C -0.03 0.34 -0.45
C -1.45 0.11 0.02
C 0.92 1.21 0.95
N 0.98 -0.57 -0.38
O 0.07 -1.08 -2.02
O 0.72 -1.57 0.53
H 1.55 -2.06 0.57
H -0.58 -1.78 -1.86
H 0.15 1.07 -1.23
H -1.74 0.86 0.75
H -2.12 0.17 -0.84
H -1.56 -0.87 0.48
H 0.77 0.65 1.86
H 1.96 1.40 0.70
H 0.34 2.13 0.94
```

Output
HOMO level (spin up / spin down) in eV: -8.511 / -8.506
Orbital gap (spin up / spin down) in Eh: 0.3243 / 0.3241
Energy above the lowest of the compared OMol25 structures with the same formula, charge and spin in kcal per mole: 160.1
2S+1: 1
Lowest unoccupied orbital energy (spin up / spin down) in eV: 0.3 / 0.3

=====

No. 6
Here is the ion C5H8N with charge +1 from the Open Molecules 2025 dataset. Energies are from ωB97M-V/def2-TZVPD.

Geometry as XYZ:
```
14
C5H8N | the Open Molecules 2025 dataset | ωB97M-V/def2-TZVPD
C 1.45 0.81 -0.09
C 0.46 1.53 0.19
C 1.93 -0.44 -0.35
C 0.11 -0.97 0.48
C -0.53 0.43 0.54
N -1.71 0.62 -0.38
H 1.93 -0.82 -1.34
H 2.79 -0.77 0.30
H -0.23 -1.73 -0.20
H 0.49 -1.20 1.46
H -0.80 0.52 1.64
H -2.09 1.55 -0.56
H -2.40 -0.14 -0.25
H -1.40 0.63 -1.45
```

Output
HOMO level (spin up / spin down) in eV: -13.267 / -13.267
Total charge: +1
Orbital gap (spin up / spin down) in Eh: 0.3036 / 0.3036
Energy above the lowest of the compared OMol25 structures with the same formula, charge and spin in kcal per mole: 153.1
2S+1: 1
Lowest unoccupied orbital energy (spin up / spin down) in eV: -5.0 / -5.0